Below is 5 unconnected molecules or ions with the total composition C31H36FN6O2, with properties calculated with wB97M-V/def2-TZVPD.

Positions of all 76 atoms, in Å:
H: -2.5595 -1.6336 -3.6180
C: 0.1314 -3.8800 4.7154
C: 2.8503 5.3144 4.9627
C: 2.3237 -3.7482 5.6307
C: -7.5859 -3.3708 -3.5207
C: -8.4478 -3.1956 -4.5940
C: 0.9830 -4.0561 5.7960
H: -7.9486 -3.7224 -2.5630
H: 2.7028 7.0688 3.7275
H: -3.8623 0.5314 -1.8647
C: 0.6479 -3.4074 3.5176
N: -1.9302 0.8093 -0.1749
C: 5.7694 -2.0066 -0.4355
N: 1.9875 0.6057 -1.5813
H: -2.5158 -0.0290 0.0221
H: 2.9783 0.2895 -1.4937
H: 6.0126 -3.6315 2.5087
C: -6.5805 -2.4861 -5.8879
H: -1.2930 0.3566 -3.6233
N: 2.2723 3.2214 3.9226
H: 1.9417 5.7712 1.7351
C: 0.6620 4.5999 -0.6111
H: 2.8827 3.3634 5.8791
H: 6.0304 -2.0743 -1.4867
H: 3.1822 5.8418 5.8482
C: -2.4630 -1.2030 -2.5471
H: 2.4554 -2.7623 2.5357
C: -6.2439 -3.0825 -3.7055
O: 0.2897 5.5611 0.1201
C: 2.6826 3.9386 4.9809
C: 2.5823 5.9924 3.7822
C: -1.2111 0.8980 -1.4120
F: -4.4018 -1.3086 -1.0402
N: -5.7247 -2.6454 -4.8647
H: 1.6084 0.3705 -3.7487
C: -1.2377 -0.1671 -2.5929
C: 2.0185 3.9025 2.7938
H: 4.2250 0.1256 1.4721
H: -1.0622 3.8845 1.5803
H: -5.5303 -3.2002 -2.8957
H: 0.0115 -3.2571 2.6542
H: 2.7665 1.6964 -3.2388
H: -6.1350 -2.1341 -6.8126
C: -1.9236 1.8136 0.8740
H: -0.9250 -4.1088 4.8059
C: -0.2129 3.2785 -0.5472
H: 0.6139 -4.4237 6.7453
C: 5.0692 -1.7278 2.1775
H: -4.6567 -0.7331 -3.0339
C: 2.1585 5.2754 2.6724
C: 4.7655 -0.7799 1.2139
H: 1.6674 5.4545 -2.0799
C: -0.3044 2.1756 -1.6256
H: 1.4429 -0.2646 -1.4625
C: 1.7704 1.1914 -2.9537
O: 1.8476 4.7850 -1.3671
C: 0.5436 2.2741 -2.9710
C: -7.9391 -2.7434 -5.8034
C: 5.7579 -2.8661 1.7838
H: 6.6531 -3.8889 0.1093
H: -0.2708 -0.8034 -2.6031
H: 1.0247 3.2949 -3.1535
C: 2.0041 -3.1313 3.4515
C: -3.8878 -0.5584 -2.1981
H: -2.2439 -2.1225 -1.8844
N: 2.8510 -3.2913 4.4832
H: 4.7745 -1.5808 3.2093
N: 5.1017 -0.8956 -0.0821
H: -8.5832 -2.5947 -6.6609
H: 1.6869 3.2981 1.9544
H: -9.5059 -3.4091 -4.4889
C: -1.0838 3.0960 0.7525
C: 6.1162 -3.0130 0.4513
H: 3.0283 -3.8661 6.4477
H: -0.0582 2.0333 -3.9227
H: -2.5469 1.6909 1.8341

Summary:
- Kohn-Sham gap: 0.236 Eh
- Energy above the lowest of the compared OMol25 structures with the same formula, charge and spin: 5.0552 eV
- Net charge: +1
- HOMO energy: -11.33 eV
- LUMO level: -4.9 eV

In elementary charge units, the Löwdin charges are: 0.1311, -0.0823, -0.0669, -0.1436, -0.0675, -0.0709, -0.0704, 0.1054, 0.1101, 0.1160, -0.0819, 0.0983, -0.1579, -0.0201, 0.1556, 0.0658, 0.1112, -0.1516, 0.1354, 0.0522, 0.0821, -0.3449, 0.1044, 0.1002, 0.1055, -0.1542, 0.0878, -0.1679, 0.0668, -0.1490, -0.0675, -0.0508, -0.1403, 0.0392, 0.1119, -0.1211, -0.1644, 0.1002, 0.1322, 0.0936, 0.0940, 0.1293, 0.1026, 0.0289, 0.1055, 0.0342, 0.1046, -0.0885, 0.1160, -0.0719, -0.1578, 0.1476, -0.0130, 0.0511, -0.2388, 0.0454, -0.1293, -0.0678, -0.0693, 0.1037, 0.1299, 0.1046, -0.1541, -0.1381, 0.1343, 0.0588, 0.0958, 0.0369, 0.1057, 0.0857, 0.1100, 0.0759, -0.0712, 0.1055, 0.1139, 0.1479

Below is a molecular structure, C31H36GeN7O3ReSe, with properties calculated with wB97M-V/def2-TZVPD.

Positions of all 80 atoms, in Å:
H: -1.7168 2.5104 0.5860
H: -2.3798 2.0774 -1.6479
H: -1.4359 -4.4045 -1.2488
C: -1.1783 -4.7360 -2.2514
C: -2.3944 -1.0437 -1.8027
N: 0.0329 -4.0421 -2.6591
H: -1.0038 -5.8101 -2.2450
C: -2.2401 -1.5590 -4.1270
C: 0.7958 2.3892 -1.8234
N: -2.5700 -0.9813 1.7192
H: -0.4240 4.7025 4.0144
H: 1.6584 0.9829 2.9410
C: -1.4851 -0.9684 2.4655
N: -2.2359 -0.6848 0.4273
Re: -0.3530 0.2346 0.1701
H: -1.7149 -1.9384 7.6910
C: 4.5274 2.2398 -2.1708
H: 0.4792 -1.6547 6.5640
C: 1.2132 3.9615 1.1320
C: 2.5052 1.0964 -0.5981
H: 2.9915 -1.9953 -1.1553
N: 1.8045 -2.8117 -2.6497
O: 1.6054 0.5220 0.1847
H: -1.9222 1.3894 1.9315
C: 1.7599 -3.4454 -3.8718
H: -2.6633 -1.9517 -5.0420
C: -0.4459 -0.5373 -2.9295
C: -3.0007 -1.1206 -0.5083
N: 0.4002 3.4416 -2.5710
C: -2.8496 -1.6682 5.9126
H: 0.2650 -4.8864 -4.6234
H: -3.9842 -1.9444 -2.9275
H: 2.5531 -0.8568 -2.4339
H: -1.9852 -4.4965 -2.9423
H: 5.8779 1.0750 -0.9697
C: 3.2078 2.5734 -2.3868
C: 0.7429 -3.1794 -1.8987
H: 2.9719 3.2765 -3.1766
C: -2.8246 -1.4305 4.5375
C: 3.8525 0.7723 -0.3819
H: -3.8118 -1.7869 6.3906
N: -1.1437 -0.5345 -1.7872
C: 2.1842 2.0147 -1.6112
C: 0.6537 -4.2188 -3.8757
H: 1.0154 4.1140 -2.9946
H: -1.5249 4.2317 -3.1269
H: -1.6126 4.7535 2.7086
H: -3.8481 -1.2442 2.9519
C: -0.9757 3.4698 -2.6053
C: -0.4045 -1.3446 4.6439
H: 2.0241 3.3757 0.7024
C: -1.0426 4.0895 3.3585
H: 0.5420 -0.1005 -2.8822
C: -0.9452 -1.0476 -4.1071
H: -1.7408 3.5259 3.9775
H: 5.3060 2.6770 -2.7792
C: 2.8416 -1.8862 -2.2267
Se: 0.3665 -2.6380 -0.1545
C: -1.5867 -1.2579 3.8923
H: 0.5639 1.3578 4.2823
O: -0.3107 -0.7110 1.9560
H: -3.9295 -1.6356 -0.3006
Ge: 0.0797 2.8848 2.3088
H: -0.3319 -1.0369 -4.9964
O: -4.0091 -1.3749 3.9071
H: 3.7585 -2.1221 -2.7611
H: 1.9431 2.4127 3.9495
C: -1.1933 1.7987 1.2261
C: -1.6744 -1.7468 6.6265
H: 1.6586 4.7701 1.7127
C: -0.4383 -1.5891 5.9965
C: -2.9769 -1.5536 -2.9618
H: 4.0797 0.0786 0.4169
N: -0.2745 1.7410 -1.3802
H: 0.6285 4.4089 0.3256
H: 2.5191 -3.2999 -4.6188
C: 4.8440 1.3352 -1.1553
C: -1.3813 2.4161 -1.8616
H: 0.5366 -1.2141 4.1286
C: 1.1745 1.7901 3.4899

Summary:
- Expectation value of S²: 0.76
- 2S+1: 2
- Kohn-Sham gap (alpha / beta): 0.231 / 0.228 Eh
- Energy above the lowest of the compared OMol25 structures with the same formula, charge and spin: 0.0000 eV
- Net charge: +1
- HOMO energy (alpha / beta): -9.71 / -10.15 eV
- LUMO level (alpha / beta): -3.4 / -4.0 eV

In elementary charge units, the Löwdin charges are: 0.0026, 0.1199, 0.0486, -0.0166, -0.2610, -0.1135, 0.1034, -0.0396, -0.2677, 0.0771, 0.0231, 0.0083, -0.4122, -0.1514, 1.4819, 0.1109, -0.0743, 0.1058, -0.1961, -0.3658, 0.0728, -0.1143, -0.2708, 0.0155, -0.0331, 0.1198, -0.1264, -0.0459, 0.1391, -0.0032, 0.1323, 0.1268, 0.0763, 0.0895, 0.1129, -0.0283, -0.6590, 0.1087, -0.2560, -0.0105, 0.1226, -0.0591, -0.1186, -0.0358, 0.1585, 0.1235, 0.0213, 0.0674, -0.0391, -0.0270, 0.0069, -0.2151, 0.1099, -0.0335, 0.0225, 0.1075, -0.0126, 0.8225, -0.0751, 0.0153, -0.2757, 0.1457, 0.7700, 0.1177, 0.0749, 0.1058, 0.0270, -0.3828, -0.0600, 0.0280, -0.0750, 0.0002, 0.1289, -0.0764, 0.0179, 0.1306, -0.0582, -0.1170, 0.1135, -0.2071

Below is a molecular structure, C31H37BClF4LiN7NaO13, with properties calculated with wB97M-V/def2-TZVPD.

Positions of all 96 atoms, in Å:
C: 1.5301 1.7366 5.8021
C: 5.0225 4.7976 3.8010
F: 7.8653 1.0308 -2.7786
O: 7.2189 -0.4558 -6.6158
H: -7.1927 -5.8815 -1.7104
F: 6.4135 1.4782 -7.7253
C: 4.7399 6.1436 4.0054
H: 3.4505 2.7473 6.0377
H: 0.6002 2.6744 -0.3184
H: -4.0503 -0.6715 -3.4913
H: -8.9758 -3.5124 -3.8888
H: 2.9107 0.9595 -1.6817
C: -0.3110 6.3448 0.4147
C: -6.7527 -6.8581 -1.8351
H: 2.3165 1.6454 3.8080
O: -7.5686 -2.0618 -3.5613
N: 2.0643 1.0149 4.5940
O: -5.5183 -2.6800 -2.8610
H: 4.3935 -0.3836 8.1568
H: -4.6530 0.8696 -2.8622
C: -4.7636 -0.2130 -2.8135
O: 6.5314 -2.0056 -5.1496
F: 8.4447 1.5659 -6.7224
N: 0.6925 -1.3271 -1.8112
H: -1.3318 3.7133 -1.4437
H: 1.3742 1.1832 7.9038
N: 2.0168 -0.9469 -1.7051
N: -1.2973 -0.0457 -2.0398
C: -5.1755 -8.5362 -1.1471
H: 1.4063 0.3099 4.2458
N: -8.2178 -7.2693 -3.7471
C: -6.3271 -1.8446 -3.1850
H: 0.5067 2.0362 5.5812
C: -7.9431 -3.4544 -3.5667
Na: 4.2242 -0.9133 4.4796
H: -7.3264 -4.0136 -4.2631
H: 2.2095 3.7239 5.2711
C: 2.0021 0.3834 -1.7606
O: 5.6845 0.3281 -3.6158
H: -5.1808 -10.3566 -2.2816
H: -0.5613 7.3751 0.6243
C: 3.8028 0.4752 7.8459
C: 3.6366 6.7161 3.3992
H: -1.8754 -1.8173 -2.5540
B: 7.1788 1.0472 -6.6539
O: 6.5105 1.4378 -5.3546
C: 0.0024 -0.1850 -1.9256
C: 1.5702 0.7182 6.9394
Cl: -9.7678 -9.8701 -4.4467
O: -8.7024 -6.1364 -3.6130
C: 4.2107 4.0334 2.9792
H: -1.6647 0.8869 -2.1436
O: 2.5100 2.5817 1.3020
N: 0.8227 0.8924 -1.9153
O: 2.8068 0.0094 6.9160
C: -0.7399 4.2854 -0.7386
H: 4.4416 2.9880 2.8158
C: 0.3425 3.6989 -0.1118
H: 5.3811 6.7429 4.6377
C: 1.6221 6.5836 1.9510
H: -1.9271 6.0646 -0.9556
C: -5.6220 -9.3774 -2.1573
H: 2.9033 0.4954 4.9024
H: 2.1336 3.4221 7.0049
C: 2.8158 5.9499 2.5808
O: -8.5798 -8.0729 -4.6054
C: -7.1824 -7.7052 -2.8428
H: -6.9814 -9.6203 -3.7961
H: 0.5764 -3.0523 -0.8982
H: -5.3990 -6.6256 -0.1959
C: 6.2310 0.3720 -4.7011
O: 1.3443 7.7414 2.1830
H: 0.6232 -3.1609 -2.5624
C: 1.1111 4.4295 0.7805
H: 4.4682 1.1930 7.3627
C: 2.3835 2.9740 6.0450
H: 5.8840 4.3475 4.2793
C: -6.6318 -8.9655 -3.0110
C: 2.2650 3.7771 1.4593
C: 6.6774 -0.8606 -5.4998
H: 3.4104 7.7614 3.5565
H: 3.3509 0.9288 8.7260
H: -7.8629 -3.8711 -2.5683
H: -4.5869 -0.5416 -1.7928
H: 0.7866 -0.0273 6.7764
H: 2.7797 -1.5966 -1.5992
Li: 4.3782 0.5741 -2.0184
O: -2.2019 -1.0725 -2.0291
C: -1.0747 5.6095 -0.4694
N: 0.2663 -2.6388 -1.7688
C: 3.1104 4.6052 2.3598
C: 0.7900 5.7623 1.0348
C: -5.7445 -7.2795 -0.9853
O: -6.0892 -0.5251 -3.2122
H: -4.3828 -8.8604 -0.4850
F: 3.4171 4.1266 -0.3699

Summary:
- Kohn-Sham gap: 0.030 Eh
- HOMO energy: -5.79 eV
- LUMO level: -5.0 eV

In elementary charge units, the Löwdin charges are: -0.2893, -0.0751, -0.5772, 0.2277, 0.1004, 0.1486, -0.0600, 0.0816, 0.0699, 0.0819, 0.0977, 0.1124, 0.0008, -0.0034, 0.1505, 0.0273, 0.2073, 0.1075, 0.0968, 0.0964, -0.0792, 0.1019, 0.1804, -0.0718, 0.0905, 0.1407, 0.1542, 0.0900, -0.0921, 0.1569, -0.3269, -0.6254, 0.1631, -0.0353, 0.5459, 0.0986, 0.0918, -0.1104, -0.0652, 0.1061, 0.1212, -0.0528, 0.0055, 0.1219, -1.0321, 0.2505, -0.2657, -0.1604, -0.0300, 0.0057, -0.0431, 0.1797, -0.0428, 0.2229, -0.2523, -0.0679, 0.1015, -0.0279, 0.1073, -0.2727, 0.1063, -0.0686, 0.0323, 0.1055, -0.0714, -0.2833, -0.1454, 0.0936, 0.1210, 0.0979, -0.4547, 0.1066, 0.1315, -0.1007, 0.0830, -0.0121, 0.1028, -0.0029, -0.3666, -0.4216, 0.1228, 0.1025, 0.0797, 0.0870, 0.1370, 0.1866, 0.7594, 0.0268, -0.0630, 0.1553, -0.1059, -0.0771, -0.0848, 0.0150, 0.0974, -0.4759

DFT total energy (computed, eV): -48472.366; -173293.166; -98472.712